# 1
Density functional theory data (the ωB97M-V functional and the def2-TZVPD basis) for a molecular structure, C31H44EuN4OP2 in a non-equilibrium geometry.

```
83
Properties=species:S:1:pos:R:3:forces:R:3
Eu 2.1735 -0.2080 2.0146 0.95 -1.17 1.21
C 0.1699 -5.2508 0.4127 -0.20 0.58 -0.35
C 0.6736 -4.3395 -0.4223 -0.14 -0.78 -0.38
C -0.0522 -3.0660 -0.7757 0.55 -0.01 -0.68
C 0.0203 -2.0792 0.4126 0.04 -0.25 -0.32
C -1.2605 -1.9888 1.2232 0.46 0.15 0.59
C -2.1987 -2.9235 1.4223 0.01 0.74 0.20
C -2.3616 -4.2348 0.7186 0.13 -0.91 0.00
C -1.2755 -5.3432 0.8644 -0.04 -0.52 0.45
C 2.2653 0.0691 4.5358 0.16 -0.07 -0.38
H 0.8207 -6.0225 0.8391 -0.29 -0.02 -0.56
H 1.6221 -4.5353 -0.9527 -0.19 0.35 0.86
H -1.0894 -3.2549 -1.0829 0.50 0.31 0.05
H 0.4685 -2.6257 -1.6415 -0.26 -0.12 0.25
H 0.9188 -2.3901 1.0058 -0.77 0.02 0.07
H 0.2908 -1.0833 0.0282 -0.35 0.14 -0.07
H -1.3463 -1.0201 1.7339 -0.23 -0.47 0.14
H -3.0174 -2.7292 2.1450 0.66 0.29 -0.56
H -2.5483 -4.0747 -0.3621 -0.18 -0.13 0.67
H -3.2671 -4.7036 1.1571 0.39 0.23 -0.52
H -1.1955 -5.6941 1.9056 -0.51 0.22 -0.12
H -1.7397 -6.1847 0.3044 0.51 0.14 0.33
H 3.0528 -0.7267 4.5336 -0.56 0.89 0.27
H 1.4051 -0.3128 5.1031 0.15 0.26 0.05
H 2.6420 1.0169 4.9534 -0.18 -0.35 0.13
P -0.9380 2.8259 0.2234 -2.98 2.74 -0.03
P 0.7527 1.7097 -2.6387 -2.39 -0.15 -2.78
N -2.5930 2.3437 0.5654 -0.18 -0.57 0.54
N -1.2396 4.5868 0.7118 1.08 -0.39 0.17
N -0.6983 0.7725 -3.4930 0.81 0.00 1.08
N 1.6796 2.1847 -4.0560 0.55 0.37 -0.39
C -1.3876 3.0838 -1.5538 0.49 -0.07 -1.10
C -0.2410 3.2641 -2.5588 0.25 0.01 0.57
C -2.9788 1.8072 1.8003 -1.01 0.50 -0.50
C -4.3417 2.0043 1.9611 1.00 0.05 -0.25
C -4.8209 2.6915 0.8023 1.34 -0.14 -0.41
C -3.7417 2.8706 -0.0380 -0.47 -0.38 0.95
C -0.2913 5.2871 1.4640 -0.80 0.96 -0.50
C -0.5684 6.6501 1.3898 0.13 -1.07 -0.46
C -1.6825 6.8068 0.5076 -0.13 -1.49 0.19
C -2.1229 5.5279 0.1715 1.03 0.69 0.09
C -1.1266 -0.4566 -2.9819 -0.38 -0.04 -0.68
C -2.2817 -0.8726 -3.6456 0.84 1.01 0.49
C -2.6510 0.1900 -4.5226 1.36 0.64 0.31
C -1.6580 1.1712 -4.4260 -0.47 -0.62 0.27
C 1.3148 2.1853 -5.4057 0.79 0.24 0.06
C 2.3329 2.7669 -6.1471 -0.47 -0.30 1.20
C 3.3418 3.2001 -5.2249 -0.74 -0.41 0.52
C 2.9116 2.8600 -3.9548 -0.35 -0.47 -0.70
H -2.0582 3.9412 -1.7071 0.31 -0.40 0.44
H -1.9429 2.1725 -1.8199 0.08 0.21 -0.07
H -0.6204 3.5132 -3.5646 0.15 -0.23 0.42
H 0.4332 4.0882 -2.2825 -0.09 -0.14 0.08
H -2.2532 1.3262 2.4374 -0.03 0.09 0.04
H -4.9180 1.7103 2.8182 -0.05 -0.11 0.09
H -5.8067 3.0497 0.5757 -0.24 -0.14 0.10
H -3.7270 3.3268 -1.0089 -0.05 -0.09 0.09
H 0.4938 4.7601 1.9755 0.04 -0.05 0.11
H -0.0405 7.4457 1.8894 0.12 -0.09 -0.03
H -2.0872 7.7248 0.1094 -0.20 -0.03 0.34
H -3.0029 5.2454 -0.3820 0.21 0.01 -0.02
H -0.6045 -0.9181 -2.1543 0.04 0.03 -0.32
H -2.7992 -1.8122 -3.5313 0.02 0.10 0.23
H -3.5373 0.2531 -5.1370 0.19 -0.05 -0.08
H -1.5759 2.1015 -4.9671 -0.04 -0.06 0.12
H 0.3614 1.7819 -5.7061 0.28 -0.13 -0.08
H 2.3575 2.8587 -7.2174 -0.06 0.04 -0.08
H 4.2707 3.6863 -5.4805 -0.07 0.02 0.12
H 3.3518 3.0393 -2.9856 0.09 -0.10 -0.07
C 3.9041 -4.1735 2.1452 0.25 -0.20 0.10
C 3.5961 -3.2297 3.3241 0.02 0.31 -0.43
C 2.3715 -3.6589 4.1652 -0.27 -0.22 -0.11
C 4.7945 -3.3401 4.3089 0.20 -0.14 0.03
O 3.3904 -1.9596 2.7341 -0.16 0.09 -0.24
H 3.7336 -5.2289 2.4006 0.20 0.12 -0.09
H 4.9693 -4.0194 1.8687 -0.65 -0.22 -0.01
H 3.2857 -3.9110 1.2791 0.01 -0.10 0.22
H 2.3622 -4.7631 4.2759 -0.06 0.55 0.07
H 2.4358 -3.2030 5.1668 -0.10 -0.15 -0.34
H 1.4076 -3.3415 3.7253 0.42 -0.15 -0.03
H 5.7677 -3.2837 3.8059 -0.21 0.21 -0.04
H 4.7750 -2.6007 5.1185 -0.18 0.01 -0.27
H 4.7704 -4.3371 4.7940 -0.08 0.40 -0.24
```
Positions in Å, forces in eV/Å.

The calculation puts the max |F| at 0.0787 hartree/bohr. Its spin multiplicity is 8. Its total charge is 0. Its expectation value of S² is 15.762. As for the HOMO energy (spin up / spin down): -6.734 / -6.727 eV. The orbital gap (spin up / spin down) comes out at 6.15 / 6.17 eV.

=====

# 2
Density functional theory data (the ωB97M-V functional and the def2-TZVPD basis) for a single C3H3IN2OS molecule in a non-equilibrium geometry.

```
11
Properties=species:S:1:pos:R:3:forces:R:3
C 2.1649 -0.9443 0.3548 1.31 3.16 -1.22
C 3.1271 -0.2393 -0.3299 -1.65 -0.51 0.59
C 0.4571 0.6211 0.0590 -0.55 -4.17 0.52
N 0.8779 -0.6319 0.3821 -1.78 2.06 -0.48
N -0.7497 0.6356 -0.5444 0.97 3.18 0.32
O 0.3451 2.9990 -0.3237 -1.30 2.70 -1.11
S 1.1351 2.1441 0.5418 1.43 -2.18 0.31
I 5.0666 0.0873 -0.1512 0.71 -0.04 0.11
H 2.3275 -1.8023 0.8854 1.18 -2.40 1.13
H -1.2157 -0.2219 -0.7405 -0.17 -0.25 -0.21
H -1.0769 1.6085 -0.7455 -0.16 -1.55 0.04
```
Positions in Å, forces in eV/Å.

The calculation puts the max |F| at 0.0824 hartree/bohr. Its total charge is 0. Its energy above the lowest of the compared OMol25 structures with the same formula, charge and spin is 370.2 kJ/mol. As for the HOMO energy (spin up / spin down): -7.846 / -7.887 eV. The orbital gap (spin up / spin down) comes out at 5.94 / 6.88 eV.

=====

Repeat the second record exactly.
Density functional theory data (the ωB97M-V functional and the def2-TZVPD basis) for a single C3H3IN2OS molecule in a non-equilibrium geometry.

```
11
Properties=species:S:1:pos:R:3:forces:R:3
C 2.1649 -0.9443 0.3548 1.31 3.16 -1.22
C 3.1271 -0.2393 -0.3299 -1.65 -0.51 0.59
C 0.4571 0.6211 0.0590 -0.55 -4.17 0.52
N 0.8779 -0.6319 0.3821 -1.78 2.06 -0.48
N -0.7497 0.6356 -0.5444 0.97 3.18 0.32
O 0.3451 2.9990 -0.3237 -1.30 2.70 -1.11
S 1.1351 2.1441 0.5418 1.43 -2.18 0.31
I 5.0666 0.0873 -0.1512 0.71 -0.04 0.11
H 2.3275 -1.8023 0.8854 1.18 -2.40 1.13
H -1.2157 -0.2219 -0.7405 -0.17 -0.25 -0.21
H -1.0769 1.6085 -0.7455 -0.16 -1.55 0.04
```
Positions in Å, forces in eV/Å.

The calculation puts the max |F| at 0.0824 hartree/bohr. Its total charge is 0. Its energy above the lowest of the compared OMol25 structures with the same formula, charge and spin is 370.2 kJ/mol. As for the HOMO energy (spin up / spin down): -7.846 / -7.887 eV. The orbital gap (spin up / spin down) comes out at 5.94 / 6.88 eV.

=====

> What is the max |F| in the second record?

0.0824 hartree/bohr